Entry 1:
Computed, not measured: a molecular structure, C56H70FINO5P2S at a distorted geometry, with ωB97M-V with the def2-TZVPD basis set.

Structure (XYZ):
```
137
C56H70FINO5P2S ωB97M-V with the def2-TZVPD basis set
C 10.10 -1.05 -1.79
C 9.91 0.42 -2.21
O 8.52 0.75 -2.26
C 8.00 0.59 -3.51
O 8.14 -0.39 -4.11
C 7.28 1.79 -4.04
C 6.26 2.36 -3.02
C 5.01 2.96 -3.70
C 3.76 2.68 -2.87
F 3.67 1.29 -2.90
C 4.01 3.33 -1.45
O 2.93 4.21 -1.16
P 1.61 3.38 -1.88
I 0.06 3.53 0.21
C 0.25 2.26 -2.63
C 0.29 0.84 -2.06
C -1.11 0.19 -2.04
C -1.04 -1.09 -1.21
N -0.12 -2.13 -1.73
C -0.36 -2.50 -3.06
C -1.07 -3.84 -3.30
O -0.03 -1.86 -3.99
P 0.64 5.30 -2.49
S 1.35 6.94 -1.66
O 2.59 3.20 -3.33
H 11.05 -1.19 -1.28
H 10.02 -1.68 -2.66
H 9.26 -1.30 -1.15
H 10.39 0.62 -3.17
H 10.39 1.04 -1.46
H 6.72 1.44 -4.90
H 8.00 2.57 -4.31
H 6.71 3.11 -2.37
H 5.99 1.53 -2.36
H 4.92 2.44 -4.66
H 5.21 4.02 -3.84
H 4.87 4.00 -1.41
H 4.22 2.60 -0.65
H 2.13 2.23 -1.21
H -0.75 2.68 -2.47
H 0.45 2.20 -3.70
H 0.90 0.23 -2.72
H 0.66 0.79 -1.04
H -1.74 0.89 -1.48
H -1.49 0.04 -3.05
H -2.05 -1.47 -1.01
H -0.65 -0.79 -0.24
H -0.34 -2.97 -1.19
H -0.64 -4.59 -2.63
H -2.15 -3.76 -3.20
H -0.79 -4.15 -4.30
H -0.71 5.22 -2.09
H 0.63 5.49 -3.90
C 1.98 -5.64 2.49
C 2.27 -4.46 1.82
C 1.23 -3.65 1.37
C -0.08 -4.02 1.61
C -0.37 -5.20 2.28
C 0.66 -6.01 2.72
H 2.79 -6.28 2.84
H 3.30 -4.17 1.65
H 1.45 -2.73 0.85
H -0.89 -3.38 1.26
H -1.40 -5.48 2.46
H 0.44 -6.93 3.24
C 1.33 9.59 3.67
C 0.53 8.82 2.83
C 0.79 8.77 1.47
C 1.85 9.49 0.94
C 2.65 10.26 1.77
C 2.39 10.32 3.13
H 1.13 9.63 4.73
H -0.29 8.25 3.25
H 0.16 8.17 0.82
H 2.05 9.45 -0.12
H 3.48 10.82 1.36
H 3.01 10.92 3.78
C -0.29 -1.98 -9.43
C -1.14 -3.05 -9.68
C -1.72 -3.73 -8.62
C -1.45 -3.34 -7.31
C -0.60 -2.27 -7.06
C -0.02 -1.59 -8.13
H 0.17 -1.45 -10.26
H -1.36 -3.35 -10.70
H -2.38 -4.57 -8.81
H -1.91 -3.87 -6.48
H -0.39 -1.97 -6.04
H 0.65 -0.76 -7.94
C -0.94 -1.23 4.17
C -2.10 -0.58 4.56
C -2.93 -1.14 5.52
C -2.58 -2.35 6.11
C -1.42 -3.00 5.72
C -0.60 -2.44 4.75
H -0.30 -0.79 3.41
H -2.37 0.37 4.11
H -3.84 -0.63 5.82
H -3.22 -2.79 6.86
H -1.15 -3.95 6.18
H 0.31 -2.95 4.44
C -5.26 -3.34 -8.03
C -6.12 -4.40 -8.28
C -6.70 -5.09 -7.22
C -6.43 -4.70 -5.91
C -5.58 -3.63 -5.67
C -4.99 -2.95 -6.73
H -4.81 -2.81 -8.86
H -6.34 -4.70 -9.30
H -7.36 -5.92 -7.41
H -6.89 -5.23 -5.08
H -5.37 -3.33 -4.65
H -4.32 -2.12 -6.54
C -2.38 -3.15 9.79
C -3.54 -2.50 10.18
C -4.36 -3.06 11.14
C -4.02 -4.27 11.73
C -2.86 -4.92 11.34
C -2.04 -4.37 10.37
H -1.74 -2.71 9.03
H -3.80 -1.55 9.72
H -5.27 -2.56 11.44
H -4.66 -4.71 12.48
H -2.59 -5.87 11.80
H -1.13 -4.88 10.07
C -5.97 2.68 7.08
C -6.55 3.23 5.94
C -5.76 3.50 4.83
C -4.40 3.21 4.85
C -3.83 2.66 5.99
C -4.61 2.40 7.11
H -6.58 2.47 7.95
H -7.61 3.44 5.92
H -6.21 3.93 3.94
H -3.79 3.42 3.98
H -2.77 2.44 6.01
H -4.16 1.98 8.00
```

Computed properties:
Total charge   -1
Lowest unoccupied orbital energy   1.920 eV
DFT total energy   -4085.3482 Ha

Entry 2:
Computed, not measured: 2 unconnected molecules or ions with the total composition C56H70N3 at a distorted geometry, with ωB97M-V with the def2-TZVPD basis set.

Structure (XYZ):
```
129
C56H70N3 ωB97M-V with the def2-TZVPD basis set
C -2.13 -2.63 0.76
C -3.44 -1.96 1.11
C -4.59 -2.65 0.36
C -3.77 -2.15 2.60
C -3.28 -0.48 0.68
C -3.79 -0.05 -0.55
C -4.02 1.30 -0.78
C -3.79 2.23 0.24
C -3.20 1.82 1.44
C -3.30 2.71 2.70
C -1.92 3.22 3.08
C -3.94 1.92 3.84
C -4.18 3.95 2.47
C -2.59 0.52 1.43
N -1.30 0.25 1.99
C -1.11 -0.06 3.40
C 0.37 -0.08 3.59
N 0.93 0.00 2.23
C 2.37 -0.10 2.10
C 2.99 -1.38 2.12
C 2.30 -2.78 2.23
C 3.02 -3.80 1.33
C 0.86 -2.77 1.78
C 2.42 -3.26 3.69
C 4.38 -1.46 2.09
C 5.16 -0.34 1.86
C 4.56 0.91 1.88
C 3.20 1.06 2.14
C 2.78 2.48 2.63
C 3.73 3.56 2.09
C 2.88 2.50 4.17
C 1.40 2.90 2.18
C -0.08 0.22 1.30
C 0.04 0.56 -0.08
C 1.38 0.84 -0.61
C 2.32 -0.19 -0.75
C 3.61 0.05 -1.23
C 4.00 1.36 -1.53
C 3.06 2.40 -1.45
C 1.75 2.13 -1.06
H -1.31 -2.07 1.22
H -2.07 -3.69 1.07
H -1.96 -2.59 -0.32
H -5.54 -2.15 0.58
H -4.44 -2.68 -0.72
H -4.67 -3.69 0.71
H -4.53 -1.42 2.92
H -4.18 -3.16 2.76
H -2.90 -2.07 3.26
H -4.05 -0.78 -1.32
H -4.44 1.62 -1.74
H -4.10 3.26 0.10
H -1.46 3.73 2.22
H -1.98 3.93 3.91
H -1.26 2.40 3.38
H -4.97 1.67 3.59
H -3.42 0.97 4.05
H -3.94 2.51 4.77
H -5.19 3.68 2.17
H -4.25 4.52 3.41
H -3.73 4.61 1.72
H -1.58 0.67 4.06
H -1.54 -1.04 3.66
H 0.70 0.77 4.20
H 0.72 -0.99 4.09
H 4.02 -4.07 1.71
H 2.44 -4.74 1.28
H 3.13 -3.42 0.30
H 0.23 -2.27 2.52
H 0.76 -2.28 0.81
H 0.48 -3.80 1.67
H 1.76 -2.70 4.36
H 2.16 -4.32 3.77
H 3.45 -3.12 4.05
H 4.87 -2.42 2.21
H 6.23 -0.44 1.72
H 5.19 1.77 1.71
H 3.83 3.49 1.00
H 3.33 4.56 2.32
H 4.72 3.50 2.56
H 2.30 1.68 4.62
H 3.93 2.37 4.47
H 2.51 3.45 4.57
H 0.63 2.24 2.57
H 1.17 3.91 2.56
H 1.32 2.90 1.09
H -0.79 1.18 -0.41
H 2.00 -1.20 -0.49
H 4.31 -0.78 -1.34
H 5.02 1.58 -1.83
H 3.35 3.41 -1.75
H 1.00 2.93 -1.09
C -3.00 -0.01 -4.28
C -1.71 0.69 -4.43
N -1.34 1.30 -5.59
C -2.12 1.27 -6.83
C -0.05 1.82 -5.48
C 0.48 1.35 -4.25
C 1.86 1.38 -4.12
C 2.64 2.09 -5.04
C 2.05 2.73 -6.14
C 0.68 2.56 -6.41
C -0.59 0.68 -3.54
C -0.54 -0.09 -2.32
C -0.13 -1.48 -2.55
C 1.13 -1.90 -3.02
C 1.42 -3.25 -3.16
C 0.46 -4.22 -2.82
C 0.80 -5.68 -2.92
C -0.82 -3.82 -2.47
C -1.13 -2.47 -2.42
H -3.31 0.08 -3.23
H -3.79 0.42 -4.90
H -2.92 -1.10 -4.48
H -1.74 2.05 -7.50
H -2.04 0.31 -7.36
H -3.18 1.44 -6.59
H 2.30 0.82 -3.29
H 3.72 2.16 -4.90
H 2.66 3.36 -6.79
H 0.19 2.97 -7.28
H -1.50 -0.06 -1.78
H 1.88 -1.15 -3.31
H 2.40 -3.58 -3.53
H -0.07 -6.29 -2.67
H 1.11 -5.94 -3.94
H 1.63 -5.93 -2.25
H -1.60 -4.56 -2.24
H -2.17 -2.15 -2.30
```

Computed properties:
Energy relative to the best compared isomer or geometry (same formula, charge and spin)   0.373 eV
Total charge   +1
Lowest unoccupied orbital energy   -4.130 eV
DFT total energy   -2339.8067 Ha

Entry 3:
Computed, not measured: 23 unconnected molecules or ions with the total composition C56H75BF7N23S at a distorted geometry, with ωB97M-V with the def2-TZVPD basis set.

Structure (XYZ):
```
163
C56H75BF7N23S ωB97M-V with the def2-TZVPD basis set
C -2.53 -5.16 2.31
C -2.64 -3.64 2.33
C -2.77 -2.97 3.54
C -2.88 -1.59 3.55
C -2.85 -0.90 2.35
C -2.94 0.64 2.37
B -1.48 1.08 2.07
N -1.08 1.41 0.69
C -1.38 2.51 0.27
S -1.53 3.98 -0.27
C -0.40 1.14 3.27
F 0.14 2.39 3.38
F -1.02 0.88 4.45
C 0.73 0.08 3.18
F 0.17 -1.14 3.25
F 1.58 0.19 4.23
C 1.59 0.14 1.88
F 1.69 1.37 1.38
F 1.12 -0.69 0.95
F 2.84 -0.29 2.17
C -2.73 -1.56 1.13
C -2.64 -2.96 1.13
H -1.51 -5.52 2.47
H -2.87 -5.51 1.34
H -3.15 -5.56 3.11
H -2.76 -3.53 4.47
H -2.98 -1.02 4.46
H -3.30 1.01 3.31
H -3.54 0.94 1.51
H -2.70 -0.98 0.22
H -2.56 -3.46 0.17
C 0.64 -4.56 -1.85
C -0.50 -5.33 -1.39
N -1.41 -5.94 -1.04
H 0.73 -4.60 -2.93
H 0.52 -3.51 -1.56
H 1.57 -4.93 -1.41
C 1.73 -3.39 5.36
C 0.81 -4.51 5.53
N 0.09 -5.40 5.66
H 1.75 -3.06 4.32
H 1.42 -2.55 5.98
H 2.74 -3.66 5.64
C 5.54 1.16 3.08
C 6.96 1.45 3.06
N 8.07 1.72 3.05
H 4.97 2.02 2.75
H 5.30 0.33 2.41
H 5.19 0.88 4.08
C -4.51 -1.77 -2.85
C -3.18 -2.16 -2.43
N -2.13 -2.48 -2.07
H -4.99 -2.55 -3.43
H -5.14 -1.55 -1.99
H -4.48 -0.87 -3.48
C -3.58 -1.41 -6.76
C -4.76 -0.80 -6.17
N -5.69 -0.33 -5.70
H -3.23 -2.25 -6.17
H -3.78 -1.79 -7.76
H -2.76 -0.70 -6.83
C -2.29 5.20 3.59
C -3.17 4.05 3.75
N -3.87 3.15 3.87
H -2.32 5.57 2.57
H -2.59 6.01 4.25
H -1.26 4.94 3.83
C -0.64 -9.33 -1.18
C -0.97 -10.61 -1.80
N -1.22 -11.61 -2.30
H -1.39 -9.05 -0.44
H 0.32 -9.37 -0.68
H -0.60 -8.54 -1.93
C -1.65 -5.35 -4.60
C -1.42 -4.24 -5.52
N -1.25 -3.38 -6.25
H -0.83 -6.07 -4.65
H -1.73 -5.00 -3.57
H -2.57 -5.87 -4.84
C 0.16 0.64 -2.57
C -0.78 0.25 -3.61
N -1.53 -0.09 -4.41
H 1.15 0.81 -2.98
H -0.17 1.55 -2.08
H 0.23 -0.14 -1.82
C 3.34 3.91 3.61
C 2.16 4.70 3.88
N 1.22 5.33 4.08
H 4.13 4.51 3.17
H 3.73 3.45 4.51
H 3.12 3.11 2.90
C -2.21 -5.58 -9.03
C -3.39 -4.97 -8.44
N -4.32 -4.49 -7.98
H -1.87 -6.42 -8.43
H -2.42 -5.95 -10.03
H -1.39 -4.86 -9.09
C -4.73 -7.77 -1.92
C -4.19 -7.74 -0.57
N -3.70 -7.68 0.47
H -4.11 -7.16 -2.58
H -4.75 -8.78 -2.31
H -5.74 -7.37 -1.95
C -6.64 -9.78 -5.31
C -6.92 -8.62 -4.48
N -7.14 -7.69 -3.86
H -7.53 -10.38 -5.47
H -6.27 -9.47 -6.29
H -5.88 -10.42 -4.86
C 2.33 6.01 0.21
C 3.69 5.65 0.61
N 4.75 5.36 0.94
H 1.89 5.23 -0.41
H 1.70 6.16 1.08
H 2.34 6.93 -0.37
C -6.52 -5.56 -7.66
C -6.01 -6.91 -7.89
N -5.62 -7.97 -8.07
H -6.10 -5.14 -6.75
H -6.24 -4.90 -8.48
H -7.60 -5.56 -7.57
C 9.85 3.48 5.11
C 10.53 3.71 6.37
N 11.08 3.91 7.35
H 10.32 4.05 4.31
H 9.88 2.43 4.82
H 8.80 3.77 5.16
C 12.81 5.89 5.01
C 11.83 6.32 4.02
N 11.06 6.66 3.24
H 13.45 6.72 5.32
H 12.31 5.50 5.91
H 13.45 5.10 4.62
C 7.97 6.44 1.81
C 7.36 7.40 0.90
N 6.88 8.16 0.19
H 7.93 5.44 1.40
H 9.01 6.69 2.01
H 7.45 6.42 2.77
C -5.81 -3.08 6.84
C -5.72 -2.24 5.66
N -5.65 -1.59 4.72
H -5.66 -4.13 6.59
H -5.06 -2.80 7.58
H -6.79 -2.99 7.31
C 6.27 11.47 0.51
C 5.97 12.72 1.20
N 5.73 13.70 1.74
H 5.45 10.76 0.60
H 6.46 11.64 -0.55
H 7.16 11.00 0.93
C 4.42 15.85 4.45
C 3.13 16.38 4.86
N 2.11 16.80 5.19
H 4.92 15.36 5.28
H 4.30 15.12 3.65
H 5.06 16.64 4.08
C -7.11 1.80 -7.83
C -8.05 1.34 -8.84
N -8.80 0.98 -9.63
H -6.12 1.97 -8.27
H -7.43 2.73 -7.38
H -6.99 1.07 -7.03
```

Computed properties:
Total charge   0
Lowest unoccupied orbital energy   -0.410 eV
DFT total energy   -4560.2196 Ha

Computed Kohn-Sham gap, in the same sequence as the records: 6.6, 5.6, 8.2 eV.